# 1
{"formula": "C6H7NO2S2", "method": "ωB97M-V with the def2-TZVPD basis set", "lumo_energy_ev": 0.072, "smiles": "CC#[N+][O-].Cc1cssc1=O", "orbital_gap_ev": 8.43, "energy_ev": -33587.3699, "species": ["C", "C", "N", "O", "H", "H", "H", "C", "C", "C", "S", "S", "C", "O", "H", "H", "H", "H"], "positions_angstrom": [[-1.57656, -2.16742, -0.28376], [-0.59723, -1.49824, 0.57675], [-0.19692, -1.06071, 1.57221], [0.57569, -0.72969, 2.40392], [-0.98199, -3.06077, -0.70175], [-1.95182, -1.57107, -1.09091], [-2.59159, -2.43754, 0.17768], [-0.56515, 1.98075, 0.03664], [0.72824, 1.21318, -0.35545], [1.82106, 1.34867, 0.48713], [3.11713, 0.22153, 0.33087], [2.27926, -0.90335, -1.10330], [0.64485, 0.08977, -1.26402], [-0.14678, -0.26003, -2.09590], [-0.87180, 1.93372, 1.05185], [-1.32927, 1.71010, -0.64528], [-0.32520, 2.98594, -0.22035], [1.96809, 2.20514, 1.12367]], "forces_ev_per_angstrom": [[-0.4, -1.8, -0.1], [-2.3, -0.1, 0.0], [0.5, -1.2, -1.7], [0.8, 1.3, 2.2], [-1.5, 1.1, 0.4], [0.6, 0.6, -0.7], [1.9, -0.1, 0.2], [2.0, -0.1, -1.9], [-0.5, 0.1, 2.9], [-0.7, -0.9, -2.4], [0.2, 0.8, 0.6], [-1.0, 0.1, -0.7], [1.7, -0.3, -0.3], [0.0, 0.4, 0.4], [-0.1, -0.4, 0.9], [-1.0, -0.5, -0.4], [-0.2, 1.2, 0.1], [-0.1, -0.1, 0.4]], "mulliken_charge": [-1.00, 0.37, 0.53, -0.65, 0.25, 0.29, 0.30, -1.55, 0.29, -0.16, -0.03, -0.11, 0.45, -0.58, 0.37, 0.39, 0.46, 0.38]}

***

# 2
{"formula": "C22H30N4O4", "method": "ωB97M-V with the def2-TZVPD basis set", "lumo_energy_ev": 0.537, "smiles": "COCCC(=O)N1CCC(Oc2ccc(C(=O)NCCc3cnn(C)c3)cc2)CC1", "orbital_gap_ev": 9.35, "energy_ev": -37451.6003, "species": ["C", "O", "C", "C", "C", "O", "N", "C", "C", "C", "O", "C", "C", "C", "C", "C", "O", "N", "C", "C", "C", "C", "N", "N", "C", "C", "C", "C", "C", "C", "H", "H", "H", "H", "H", "H", "H", "H", "H", "H", "H", "H", "H", "H", "H", "H", "H", "H", "H", "H", "H", "H", "H", "H", "H", "H", "H", "H", "H", "H"], "positions_angstrom": [[-7.75246, -2.35392, -1.82807], [-7.18525, -1.09134, -2.05718], [-6.67768, -0.49312, -0.88693], [-6.18454, 0.90984, -1.23857], [-5.53815, 1.57933, -0.03658], [-6.17978, 2.32565, 0.67930], [-4.22929, 1.32691, 0.20143], [-3.36597, 0.38981, -0.47502], [-2.94880, -0.73555, 0.47791], [-2.26231, -0.15214, 1.72068], [-1.05275, 0.50770, 1.38236], [0.07528, -0.20485, 1.13384], [1.19167, 0.55851, 0.78023], [2.40452, -0.04106, 0.52280], [2.53781, -1.42576, 0.60412], [3.81020, -2.14456, 0.30427], [3.82829, -3.26606, -0.16703], [4.93496, -1.46841, 0.63751], [6.25537, -1.91866, 0.26963], [6.75497, -1.20498, -0.99882], [6.68933, 0.27600, -0.83483], [7.52974, 1.10568, -0.07244], [7.12972, 2.36200, -0.12092], [6.04829, 2.37735, -0.89096], [5.36305, 3.60647, -1.16621], [5.74234, 1.14298, -1.34221], [1.41975, -2.18254, 0.93220], [0.20155, -1.58949, 1.20356], [-3.17470, 0.89461, 2.36655], [-3.58413, 1.94942, 1.34083], [-8.59283, -2.29195, -1.12552], [-7.01130, -3.05743, -1.42642], [-8.10949, -2.71414, -2.79042], [-7.46197, -0.42776, -0.11760], [-5.85873, -1.10965, -0.48027], [-7.04819, 1.51389, -1.51848], [-5.51496, 0.85847, -2.09584], [-3.85226, -0.03280, -1.35117], [-2.46404, 0.92390, -0.79953], [-2.27275, -1.41258, -0.04639], [-3.82664, -1.29809, 0.80034], [-2.05844, -0.95010, 2.44916], [1.07517, 1.62940, 0.71655], [3.24106, 0.57782, 0.22952], [4.86031, -0.52603, 0.98450], [6.93799, -1.72601, 1.10199], [6.18969, -2.99364, 0.09081], [6.12949, -1.50490, -1.84139], [7.78158, -1.51864, -1.19575], [8.39861, 0.83575, 0.49389], [5.39468, 3.83649, -2.23318], [5.86723, 4.39575, -0.61263], [4.32023, 3.54781, -0.84762], [4.90327, 0.96602, -1.98561], [1.52161, -3.25644, 0.97197], [-0.63552, -2.21690, 1.46635], [-2.64840, 1.37456, 3.19144], [-4.06264, 0.39697, 2.75803], [-4.29011, 2.65698, 1.77698], [-2.69370, 2.48345, 0.99486]], "forces_ev_per_angstrom": [[0.0, -0.1, 0.1], [0.1, 0.3, -0.1], [0.1, 0.0, 0.0], [-0.2, -0.2, 0.1], [-0.2, 0.0, -0.4], [-0.4, 0.1, 0.2], [0.4, 0.1, 0.2], [0.1, -0.4, -0.1], [0.3, 0.3, 0.0], [-0.6, -0.4, 0.3], [0.1, 0.2, 0.0], [0.3, 0.1, -0.1], [-0.2, 0.0, 0.1], [0.0, -0.2, 0.1], [-0.3, -0.1, -0.1], [0.0, 0.2, 0.2], [-0.1, -0.3, -0.1], [0.2, 0.2, 0.1], [0.1, -0.2, -0.3], [-0.1, 0.0, 0.2], [-0.1, 0.0, -0.2], [-0.3, -0.1, -0.2], [0.4, 0.6, 0.4], [0.0, -0.4, 0.0], [-0.2, 0.4, -0.1], [0.2, -0.2, 0.1], [0.3, 0.1, -0.1], [-0.3, 0.1, 0.1], [0.3, 0.0, -0.3], [-0.1, 0.2, 0.4], [0.0, 0.0, 0.0], [0.0, 0.0, 0.0], [0.0, -0.1, 0.1], [0.1, 0.0, 0.0], [-0.1, 0.0, 0.0], [0.1, 0.0, 0.1], [0.0, 0.0, 0.0], [0.0, 0.1, 0.0], [-0.1, -0.1, -0.1], [0.0, -0.1, 0.0], [0.0, -0.1, 0.0], [0.0, 0.1, -0.1], [0.0, 0.1, 0.0], [0.1, 0.1, 0.0], [-0.1, -0.1, 0.0], [0.0, -0.1, -0.1], [0.1, 0.1, 0.1], [0.1, -0.1, 0.0], [0.0, -0.1, -0.1], [0.2, 0.0, 0.1], [0.0, 0.0, 0.1], [0.0, -0.1, 0.0], [0.1, 0.0, 0.0], [-0.2, 0.0, -0.2], [0.0, -0.1, 0.0], [-0.1, 0.0, 0.0], [0.0, 0.0, 0.1], [0.0, 0.0, 0.0], [0.2, -0.1, -0.1], [-0.1, 0.0, 0.0]], "mulliken_charge": [-0.69, -0.33, 0.04, -1.00, 0.91, -0.67, 0.09, -0.99, -0.56, -0.08, -0.36, 0.88, -0.93, -0.38, 0.65, 0.29, -0.68, -0.15, -0.92, -0.79, 0.46, -0.50, -0.91, 0.75, -0.82, -0.79, -1.15, -0.18, -0.99, -1.02, 0.29, 0.29, 0.25, 0.37, 0.01, 0.35, 0.38, 0.46, 0.27, 0.47, 0.37, 0.40, 0.42, 0.31, 0.28, 0.42, 0.40, 0.35, 0.38, 0.51, 0.32, 0.30, 0.27, 0.54, 0.44, 0.36, 0.43, 0.41, 0.44, 0.36]}

***

# 3
{"formula": "C4H5NO2", "method": "ωB97M-V with the def2-TZVPD basis set", "lumo_energy_ev": -0.552, "smiles": "O=CC(=O)N1CC1", "orbital_gap_ev": 9.56, "energy_ev": -9812.0688, "species": ["O", "C", "C", "O", "N", "C", "C", "H", "H", "H", "H", "H"], "positions_angstrom": [[2.05968, 0.72593, 1.85805], [2.11077, 0.20454, 0.76977], [0.93026, -0.04313, -0.15817], [1.16135, -0.44586, -1.28081], [-0.31880, 0.22428, 0.42992], [-1.35045, -0.74379, 0.01094], [-1.39526, 0.63337, -0.48615], [3.04664, -0.13096, 0.31061], [-2.00528, -1.06042, 0.81570], [-1.02433, -1.49635, -0.70456], [-1.12509, 0.79140, -1.52662], [-2.08948, 1.34098, -0.03867]], "forces_ev_per_angstrom": [[-0.1, -0.5, -1.0], [0.3, 0.5, 1.0], [0.0, 0.0, -0.6], [-0.3, 0.3, 0.8], [0.2, 0.0, 0.1], [-0.3, -0.3, -0.2], [-0.2, 0.1, -0.2], [0.3, -0.1, 0.0], [0.1, 0.0, -0.1], [-0.1, 0.1, 0.2], [0.0, 0.0, 0.1], [0.2, -0.1, -0.1]], "mulliken_charge": [-0.43, -0.12, 0.65, -0.51, -0.29, -0.34, -0.30, 0.37, 0.24, 0.25, 0.25, 0.24]}